DFT (wB97M-V/def2-TZVPD) results for 2 unconnected molecules or ions with the total composition C4H12.

Calculated values
- structure (SMILES) = CC.CC
- LUMO level (eV) = 1.18
- energy relative to the best compared isomer or geometry (same formula, charge and spin) (kJ/mol) = 63.34
- frontier orbital gap (eV) = 12.6

Structure (ORCA input):
```
! wB97M-V def2-TZVPD RIJCOSX def2/J DEFGRID3
* xyz 0 1
C -2.21287 -0.05385 -0.40368
C -1.21787 -1.16999 -0.04102
H -3.13690 -0.24802 0.12367
H -1.76092 0.88254 0.01428
H -2.36482 -0.04839 -1.48333
H -1.71587 -2.03704 -0.48453
H -0.16390 -1.00307 -0.34668
H -1.08870 -1.47183 1.01602
C 1.48136 1.02565 -0.44614
C 1.86230 0.27910 0.89387
H 0.48158 1.45176 -0.50761
H 2.15597 1.84619 -0.68493
H 1.63000 0.29494 -1.23522
H 1.96987 -0.83398 0.86003
H 1.18406 0.56271 1.67556
H 2.89672 0.52326 1.04971
*
```